Formula: C3H10N2S
Source: the Open Molecules 2025 dataset
Level of theory: wB97M-V/def2-TZVPD

XYZ file:
```
16
C3H10N2S | the Open Molecules 2025 dataset | wB97M-V/def2-TZVPD
C 0.18 2.08 0.33
C 0.01 -1.39 1.47
C 0.49 0.58 0.10
N -0.51 -0.99 -2.18
N -0.48 -0.12 0.82
S -1.73 -1.19 -1.09
H -0.92 2.18 0.28
H 0.37 2.36 1.34
H 0.60 2.83 -0.29
H 0.76 -1.02 2.22
H -0.82 -1.96 1.90
H 0.37 -2.16 0.76
H 0.28 0.40 -1.08
H 1.54 0.35 0.49
H 0.25 -1.72 -2.23
H -0.38 -0.22 -2.84
```

For the HOMO energy, the calculation gives -8.196 eV. The value obtained for the orbital gap is 7.755 eV. As for the total energy: -17085.0982 eV. For the molar mass, the calculation gives 106.194 Da.

Just the Mulliken charges please, in e? Sure, here they are: -1.3956 -0.8128 0.3555 -0.5163 -0.5193 -0.0054 0.3137 0.3577 0.3887 0.3805 0.2805 0.2543 -0.0050 0.3674 0.2628 0.2932